[1]
{
  "formula": "C5H8O2",
  "method": "ωB97M-V/def2-TZVPD",
  "relative_energy_kcal_mol": 103.9,
  "homo_lumo_gap_ev": 9.355,
  "energy_ev": -9405.3267,
  "symbols": ["O", "O", "C", "C", "C", "C", "C", "H", "H", "H", "H", "H", "H", "H", "H"],
  "xyz": [[-1.216, 0.181, 1.879], [-0.769, -0.058, -1.524], [1.590, 0.456, -1.778], [-0.326, -0.818, 1.439], [-2.402, 0.177, 1.386], [0.628, -0.208, 0.464], [0.460, 0.002, -0.880], [0.318, -1.123, 2.201], [1.328, 0.239, -2.765], [2.589, 0.067, -1.562], [-1.042, -1.703, 1.158], [1.575, 1.567, -1.645], [-1.500, 0.012, -0.963], [-2.793, 1.234, 1.647], [1.560, -0.025, 0.943]],
  "lowdin_charge": [-0.163, 0.063, -0.020, -0.221, 0.040, -0.043, -0.320, 0.090, 0.055, 0.088, 0.155, 0.106, 0.037, 0.039, 0.095]
}


[2]
{
  "formula": "C53H56MoN6O2P2SSe2",
  "method": "ωB97M-V/def2-TZVPD",
  "homo_lumo_gap_ev": [6.455, 6.427],
  "energy_ev": -230863.9776,
  "multiplicity": 2,
  "total_charge": 1,
  "s2": 0.757,
  "symbols": ["Mo", "Se", "Se", "S", "P", "P", "O", "O", "N", "N", "N", "N", "N", "N", "C", "C", "C", "C", "C", "C", "C", "C", "C", "C", "C", "C", "C", "C", "C", "C", "C", "C", "C", "C", "C", "C", "C", "C", "C", "C", "C", "C", "C", "C", "C", "C", "C", "C", "C", "C", "C", "C", "C", "C", "C", "C", "C", "C", "C", "C", "C", "C", "C", "C", "C", "C", "C", "H", "H", "H", "H", "H", "H", "H", "H", "H", "H", "H", "H", "H", "H", "H", "H", "H", "H", "H", "H", "H", "H", "H", "H", "H", "H", "H", "H", "H", "H", "H", "H", "H", "H", "H", "H", "H", "H", "H", "H", "H", "H", "H", "H", "H", "H", "H", "H", "H", "H", "H", "H", "H", "H", "H", "H"],
  "xyz": [[-1.445, 0.393, 0.622], [1.966, 2.116, -5.042], [-1.270, 3.014, -0.113], [-3.776, 0.611, -0.271], [-0.652, 2.384, -2.083], [2.733, 0.834, -3.561], [-2.072, -1.929, -1.370], [-2.570, 1.061, 2.266], [0.758, -0.883, -0.724], [0.207, 0.350, 1.823], [-1.679, -1.346, 1.657], [-0.091, 0.122, -0.848], [-3.613, 1.832, 2.072], [1.732, -0.767, -1.569], [-3.108, -3.346, -2.902], [-1.953, 1.758, -3.175], [2.465, -1.804, -4.429], [4.177, -2.965, -5.641], [0.135, 3.795, -2.869], [-0.957, -1.436, 2.801], [3.477, 0.214, 4.648], [-5.339, 2.676, 0.685], [1.550, 0.348, -2.296], [-2.497, -3.044, 3.754], [-1.914, -4.116, -2.327], [-2.703, -1.897, -2.635], [-1.343, -2.271, 3.843], [1.278, 1.142, 1.711], [1.225, 6.098, -3.902], [0.197, -0.553, 2.830], [4.578, 0.704, -1.513], [-3.047, -3.038, 6.188], [-1.569, 0.918, -4.216], [-4.006, 2.643, 3.070], [-2.533, 0.419, -5.071], [-2.749, -2.137, 1.542], [1.286, 4.321, -2.295], [2.330, 0.218, 3.664], [-2.935, -3.902, 4.922], [4.116, 1.483, -2.570], [3.228, -0.740, 5.816], [-5.059, 3.504, 2.911], [2.341, 1.106, 2.580], [-5.729, 3.538, 1.687], [-4.298, -4.559, 4.694], [3.637, 1.633, 5.212], [-3.189, -2.975, 2.541], [5.733, 3.173, -2.063], [2.903, -2.934, -5.095], [1.233, -0.629, 3.755], [5.016, -1.868, -5.524], [4.756, -0.216, 3.915], [4.687, 2.716, -2.849], [0.379, 0.949, -1.825], [5.614, 1.173, -0.728], [-3.282, 2.119, -2.996], [3.316, -0.716, -4.291], [-1.877, -4.994, 5.132], [-3.865, 0.752, -4.877], [0.075, 5.570, -4.465], [-0.483, 4.417, -3.946], [-4.275, 1.792, 0.881], [6.186, 2.407, -1.001], [1.831, 5.474, -2.821], [4.586, -0.738, -4.854], [-1.263, -3.101, -1.362], [-4.239, 1.608, -3.853], [-2.221, -5.028, -1.816], [-4.021, -3.585, -2.359], [-6.546, 4.226, 1.539], [6.196, 4.123, -2.281], [-3.429, 2.559, 3.978], [-3.721, -2.200, 6.014], [2.711, 1.954, 5.684], [-1.207, -4.383, -3.113], [1.272, 1.843, 0.881], [-4.085, -3.545, 2.364], [-3.262, -3.542, -3.959], [1.654, 6.998, -4.316], [-5.832, 2.673, -0.275], [-4.289, -5.226, 3.836], [5.219, 0.133, -4.763], [-4.615, 0.345, -5.536], [2.300, -0.493, 6.325], [3.177, 1.766, 2.411], [1.742, 3.821, -1.449], [-3.278, -2.073, 0.600], [-0.754, -2.283, 4.746], [3.895, 2.354, 4.442], [6.988, 2.774, -0.379], [-3.531, -1.190, -2.580], [-3.548, 2.792, -2.192], [2.729, 5.888, -2.391], [-5.275, 1.878, -3.727], [-1.375, 3.986, -4.378], [-0.895, -4.562, 5.308], [5.070, 0.526, 3.186], [-0.525, 0.663, -4.349], [5.562, -0.351, 4.632], [-1.992, -1.556, -3.400], [-3.451, -3.637, 7.001], [-2.141, -5.600, 5.994], [-0.388, 6.052, -5.313], [-5.340, 4.154, 3.722], [-1.206, -3.456, -0.331], [-0.248, -2.844, -1.685], [-2.244, -0.225, -5.889], [5.981, 0.573, 0.093], [4.422, 1.643, 5.962], [4.307, 3.302, -3.675], [4.032, -0.642, 6.538], [6.001, -1.889, -5.961], [1.470, -1.763, -4.006], [2.249, -3.790, -5.196], [-5.069, -3.805, 4.551], [4.118, -0.255, -1.319], [1.182, -1.376, 4.529], [4.513, -3.845, -6.168], [3.205, -1.775, 5.485], [4.600, -1.160, 3.399], [-4.557, -5.146, 5.572], [-2.084, -2.651, 6.510], [-1.816, -5.636, 4.257]],
  "lowdin_spin": [0.892, 0.000, 0.014, 0.024, 0.007, 0.000, 0.006, -0.004, 0.000, 0.013, 0.015, 0.000, 0.005, 0.001, 0.000, 0.001, 0.000, 0.000, 0.000, 0.000, 0.000, 0.004, 0.000, -0.004, 0.000, 0.000, 0.001, 0.004, 0.000, 0.001, 0.000, 0.000, 0.000, 0.000, 0.000, 0.003, 0.000, -0.002, -0.001, 0.000, 0.000, 0.004, 0.000, 0.001, 0.000, 0.000, 0.002, 0.000, 0.000, 0.000, 0.000, 0.000, 0.000, 0.002, 0.000, 0.001, 0.000, 0.000, 0.000, 0.000, 0.000, 0.004, 0.000, 0.000, 0.000, 0.000, 0.000, 0.000, 0.000, 0.000, 0.000, 0.000, 0.000, 0.000, 0.000, 0.000, 0.000, 0.000, 0.000, 0.000, 0.000, 0.000, 0.000, 0.000, 0.000, 0.000, 0.000, 0.000, 0.000, 0.000, 0.000, 0.001, 0.000, 0.000, 0.000, 0.000, 0.000, 0.000, 0.000, 0.000, 0.000, 0.000, 0.000, 0.000, 0.000, 0.000, 0.000, 0.000, 0.000, 0.000, 0.000, 0.000, 0.000, 0.000, 0.000, 0.000, 0.000, 0.000, 0.000, 0.000, 0.000, 0.000, 0.000]
}


[3]
{
  "formula": "C24H26N2O2",
  "method": "ωB97M-V/def2-TZVPD",
  "relative_energy_kcal_mol": 442.5,
  "homo_lumo_gap_ev": 7.930,
  "energy_ev": -32367.3040,
  "symbols": ["O", "O", "N", "N", "C", "C", "C", "C", "C", "C", "C", "C", "C", "C", "C", "C", "C", "C", "C", "C", "C", "C", "C", "C", "C", "C", "C", "C", "H", "H", "H", "H", "H", "H", "H", "H", "H", "H", "H", "H", "H", "H", "H", "H", "H", "H", "H", "H", "H", "H", "H", "H", "H", "H"],
  "xyz": [[2.422, 3.107, -0.988], [-1.753, 1.802, 0.831], [-0.473, 1.990, -1.721], [1.016, 2.450, 0.989], [3.226, -3.874, 0.115], [-3.259, -0.057, 0.332], [2.791, -2.541, 0.872], [1.941, -1.761, -1.317], [-0.087, 3.111, -1.254], [-1.506, 0.133, -2.189], [-5.332, -1.610, 0.382], [-2.050, 1.038, -0.107], [-5.289, -0.854, -0.793], [-1.333, 0.916, -1.276], [2.661, 0.382, 1.085], [3.104, -3.965, -1.289], [1.612, -0.562, 1.039], [-2.073, -0.950, 2.306], [-0.011, 1.304, -3.064], [2.110, -1.587, 0.142], [1.210, 2.796, -0.293], [-4.198, -1.562, 1.301], [-4.260, 0.051, -0.711], [-3.089, -0.840, 1.229], [-0.702, 0.361, -3.361], [3.187, 2.989, 2.024], [2.512, -2.758, -1.895], [1.973, 1.942, 1.876], [-0.256, -0.377, -4.155], [-1.951, -1.067, -2.068], [1.560, 1.457, 2.699], [3.872, 2.517, 2.823], [0.034, 2.251, 1.065], [2.258, -2.688, -2.895], [-2.401, -1.516, 3.018], [0.565, 2.137, -3.579], [0.044, 3.845, -1.771], [3.759, -4.596, 0.890], [-4.010, 0.702, -1.536], [3.504, -4.624, -1.815], [2.770, 3.947, 2.162], [-0.815, 3.315, -0.390], [1.136, -0.764, 2.208], [-1.637, 0.093, 2.480], [-1.192, -1.501, 1.848], [-6.088, -0.519, -1.465], [-6.379, -2.157, 0.559], [0.607, -0.156, 0.485], [3.518, 0.358, 1.658], [2.881, -2.719, 1.738], [3.758, 3.154, 1.019], [2.957, 0.775, 0.207], [1.550, -1.004, -1.542], [-4.393, -2.312, 2.094]],
  "lowdin_charge": [-0.144, 0.035, 0.016, 0.064, 0.010, -0.129, 0.031, -0.018, -0.128, -0.076, -0.052, -0.185, -0.090, -0.270, -0.098, -0.030, -0.237, 0.030, -0.030, -0.205, -0.210, -0.038, -0.038, -0.334, -0.106, -0.049, -0.071, -0.216, 0.170, 0.224, 0.095, 0.094, 0.086, 0.086, 0.014, 0.161, 0.040, 0.125, 0.105, 0.003, 0.040, 0.157, 0.191, 0.114, 0.107, 0.114, 0.143, 0.151, 0.088, -0.021, 0.096, 0.065, -0.006, 0.123]
}